ORCA calculation (ωB97M-V with the def2-TZVPD basis set) on a molecular structure, C36H49N9O6S3SiV.

Geometry as XYZ:
```
105
Properties=species:S:1:pos:R:3:forces:R:3
V -0.24523 -0.36077 0.20523 -0.7697 -0.0278 -0.3275
N 3.38731 -5.28720 6.00196 0.0382 0.0042 -0.0139
C 2.64926 -4.97128 4.83871 -0.0165 0.0030 -0.0048
C 1.61772 -4.03828 4.89244 0.0246 -0.0146 0.0110
C 0.87640 -3.75123 3.75864 -0.1022 0.1027 0.0491
C 1.15776 -4.38231 2.55978 0.0353 -0.1160 -0.0735
C 2.17791 -5.31764 2.50017 -0.0044 0.0421 0.0006
C 2.91514 -5.61816 3.63469 -0.0085 -0.0085 -0.0166
S 0.21633 -3.98479 1.09358 0.0709 -0.0241 0.1764
O 0.66519 -4.90149 0.07822 0.0047 0.0301 0.0187
O -1.16359 -3.99499 1.49672 0.0220 0.0234 0.0152
N 0.59078 -2.45641 0.77527 -0.0311 -0.0103 -0.1991
C 1.84434 -2.00904 0.66543 -0.1163 0.0354 -0.0148
N 2.96816 -2.72822 0.83534 0.0003 0.0472 -0.0132
C 4.10384 -2.04907 0.78117 0.0407 0.0228 0.0006
C 4.19030 -0.68427 0.55330 -0.0532 0.0490 -0.0174
C 2.98472 -0.02651 0.33832 0.0639 -0.1418 0.0402
N 1.83593 -0.66926 0.37586 0.4922 0.1222 -0.0678
H 3.43565 -4.51270 6.64786 -0.0210 0.0014 -0.0037
H 4.32086 -5.60599 5.78698 -0.0082 -0.0102 0.0022
H 1.40474 -3.52480 5.82444 0.0037 -0.0057 -0.0095
H 0.07724 -3.02175 3.80392 0.0359 -0.0677 -0.0376
H 2.39488 -5.78195 1.54780 -0.0023 -0.0096 0.0105
H 3.71473 -6.35037 3.58346 0.0036 0.0042 0.0136
H 5.01098 -2.63121 0.92829 -0.0137 -0.0292 0.0037
H 5.13559 -0.16289 0.52975 0.0069 -0.0104 -0.0043
H 2.92950 1.03491 0.13050 0.0113 0.0530 -0.0170
C -0.82244 -1.15967 5.88588 -0.0009 -0.0260 0.0156
N -1.27356 -1.02345 4.51700 -0.0405 -0.0092 0.0167
C -2.54378 -1.40446 4.18345 -0.0062 0.0209 -0.0657
C -3.00851 -1.31793 2.92869 0.0403 0.0113 0.0240
C -2.08893 -0.81983 1.92810 -0.1153 -0.0615 0.0310
O -2.36543 -0.74927 0.70840 0.1112 0.0489 0.0373
N -0.85509 -0.41008 2.28798 0.0843 -0.1156 0.2381
C -0.37544 -0.52550 3.54022 0.0574 0.0497 0.0535
O 0.76493 -0.22651 3.88120 -0.0293 -0.0014 0.0012
H -1.38961 -0.50466 6.55233 0.0039 0.0060 0.0002
H 0.22607 -0.87825 5.91200 0.0064 0.0110 -0.0027
H -0.93117 -2.19315 6.22609 -0.0062 0.0033 -0.0073
H -3.13609 -1.80002 4.99964 -0.0042 0.0054 0.0088
H -3.99208 -1.65950 2.64714 0.0070 0.0022 -0.0001
C -1.07258 4.89107 1.56229 -0.0561 -0.0506 -0.0021
C -0.36783 3.52865 1.44553 -0.0244 0.0593 -0.0119
C 1.13084 3.74451 1.70475 0.0485 -0.0192 0.0107
C -0.83676 2.69739 2.65229 0.0485 0.0370 0.0098
Si -0.62520 2.45953 -0.23226 0.0415 -0.1682 0.0099
C 0.39891 3.51135 -1.63482 -0.0027 0.0925 -0.0052
C 0.41185 5.03890 -1.44801 -0.0637 -0.0155 -0.0089
C -0.10518 3.27832 -3.07664 0.0445 -0.0844 -0.0397
C 1.87178 3.07296 -1.63302 0.0429 -0.0192 0.0239
C -2.53626 2.66498 -0.75471 0.0395 0.0328 -0.0153
C -2.87252 1.56055 -1.77328 0.0236 0.0585 -0.0276
C -3.46349 2.39123 0.43806 0.0547 0.0101 0.0026
C -2.96348 4.01616 -1.34368 0.0077 0.0099 -0.0136
H -0.73916 5.39713 2.48197 -0.0042 -0.0040 -0.0012
H -2.15401 4.77221 1.64648 -0.0352 -0.0235 -0.0153
H -0.88848 5.56858 0.73267 0.0685 0.0169 -0.0851
H 1.27265 4.13837 2.72258 -0.0028 -0.0164 -0.0025
H 1.60044 4.45190 1.02177 0.0005 -0.0058 -0.0211
H 1.67632 2.79710 1.64812 -0.0079 0.0088 -0.0211
H -0.86313 3.34191 3.54507 0.0215 -0.0166 0.0027
H -0.13881 1.88696 2.85195 -0.0261 -0.0086 -0.0264
H -1.82584 2.26064 2.52808 -0.0678 0.0057 -0.0249
H -0.58590 5.47434 -1.52071 -0.0409 -0.0146 -0.0044
H 1.02398 5.49564 -2.24143 -0.0080 -0.0011 0.0018
H 0.84082 5.34853 -0.49866 -0.0071 0.0115 0.0400
H -1.18315 3.18356 -3.16587 0.0566 0.0327 -0.0168
H 0.32773 2.38571 -3.52519 -0.0567 -0.1053 0.0566
H 0.20239 4.12187 -3.71088 0.0328 -0.0109 -0.0106
H 2.38419 3.32876 -0.70386 -0.0192 0.0172 0.0494
H 2.41199 3.57094 -2.45249 0.0133 0.0051 0.0032
H 1.98050 1.99551 -1.77656 -0.0091 0.0620 0.0229
H -2.74731 0.56987 -1.33020 -0.0005 0.0743 -0.0252
H -2.26134 1.58621 -2.67550 0.0665 0.0164 -0.0306
H -3.92573 1.65256 -2.08219 0.3612 0.1039 0.0265
H -3.23932 1.43343 0.90904 -0.0050 0.0144 -0.0226
H -4.50280 2.33937 0.07438 0.0202 0.0327 0.0525
H -3.42292 3.17547 1.19443 0.0073 0.0408 0.0371
H -2.44151 4.26169 -2.26986 -0.0552 0.0212 0.0792
H -2.80456 4.84083 -0.64658 0.0172 0.0242 0.0596
H -4.03945 3.99107 -1.57985 -0.0254 0.0014 -0.0004
N -6.48888 1.43343 -2.02129 0.0000 -0.0802 -0.0354
C -5.77312 0.21996 -2.14041 -0.2846 -0.1745 0.0001
C -5.34663 -0.45209 -0.99607 -0.1301 -0.0685 0.0451
C -4.61339 -1.61721 -1.09861 -0.0126 -0.0052 0.0254
C -4.30240 -2.13397 -2.35033 0.0099 -0.0066 -0.0367
C -4.74899 -1.49101 -3.49195 0.0463 0.0208 -0.0569
C -5.49286 -0.32211 -3.38877 -0.0275 -0.0079 0.0241
S -3.13396 -3.47436 -2.44633 -0.0797 0.0721 -0.0808
O -3.60008 -4.52722 -1.58408 0.0018 0.0133 0.0079
O -3.00553 -3.78180 -3.86460 -0.0125 -0.0354 0.0482
N -1.83956 -2.81415 -1.82264 -0.0534 -0.2042 0.0159
C -1.15964 -1.91192 -2.51861 -0.1336 0.1398 0.1715
S -1.14520 -1.74591 -4.27935 0.1009 0.0692 -0.1674
C -0.04922 -0.41046 -4.14605 0.0025 0.0055 0.0893
C 0.21971 -0.17679 -2.84638 0.0315 -0.1846 -0.1910
N -0.39999 -0.99072 -1.93631 0.2957 0.2001 0.2676
H -6.22315 1.93305 -1.18314 -0.0199 0.0077 0.0096
H -6.33263 2.03574 -2.81752 -0.0115 0.0103 -0.0115
H -5.53437 -0.01355 -0.02140 0.0096 -0.0284 -0.0122
H -4.20555 -2.09350 -0.21786 -0.0276 0.0096 0.0020
H -4.47320 -1.89138 -4.45856 -0.0172 -0.0096 0.0034
H -5.81478 0.19778 -4.28544 0.0003 0.0055 0.0047
H 0.31422 0.13548 -5.00113 -0.0237 -0.0233 -0.0169
H 0.86184 0.59516 -2.46032 0.0219 0.0394 -0.0342
```
Forces are in eV/Å.

Values from the calculation:
- HOMO energy (spin up / spin down): -1.8 / -1.7 eV
- Frontier orbital gap (spin up / spin down): 0.218 / 0.215 Eh
- Multiplicity: 4
- Energy above the lowest of the compared OMol25 structures with the same formula, charge and spin: 90.4 kJ/mol
- Net charge: -2

---

ORCA calculation (ωB97M-V with the def2-TZVPD basis set) on a molecular structure, C36H50BCdN7O4S4.

Geometry as XYZ:
```
103
Properties=species:S:1:pos:R:3:forces:R:3
Cd 0.79560 -0.51640 -0.35650 -0.6073 -0.0806 0.1131
C -0.46900 3.49030 3.98710 -0.0488 -0.0130 0.0412
C -1.49980 3.34050 2.92410 -0.5380 0.8545 0.0759
C -2.45120 4.29470 2.67710 0.4831 -0.6025 0.0377
C -3.36440 4.10150 1.61640 0.0202 -0.1777 -0.1279
N -3.25020 3.09220 0.80380 -0.3348 0.0930 -0.1797
N -2.32970 2.15080 1.03380 0.2444 0.7592 1.2060
B -2.29600 1.06430 0.04000 0.2558 -0.5093 -0.1182
N -2.83700 -0.22840 0.41410 -0.1669 -0.8930 -0.1877
N -3.81700 -0.14740 1.32660 -0.4059 0.4229 0.2743
C -4.53540 -1.18980 1.61140 0.1894 0.0625 -0.0685
C -4.20800 -2.47160 1.12190 0.4647 -0.0417 -0.3162
C -3.16360 -2.59100 0.23050 -0.3314 0.0922 0.4609
C -2.67200 -3.90990 -0.26500 -0.0298 -0.0176 0.0203
C -2.52920 -1.41250 -0.21950 -0.1484 0.2291 -0.0835
S -1.45620 -1.42430 -1.51590 0.4482 0.2030 -0.2382
C -5.78700 -0.92260 2.42190 -0.1377 0.1060 0.2223
C -5.97660 0.58650 2.61130 0.0088 -0.2460 0.0283
C -5.68670 -1.61040 3.78540 0.0192 0.0912 -0.1506
C -6.97810 -1.48120 1.63170 0.1294 0.0630 0.1070
N -2.47100 1.46750 -1.35630 0.2221 0.6520 -1.0902
N -3.60710 1.06760 -1.91930 -0.4408 -0.0282 0.0545
C -3.91530 1.46630 -3.11490 0.0078 -0.0893 0.2661
C -3.02170 2.25310 -3.88140 0.7239 0.1066 0.3568
C -1.80710 2.60050 -3.34560 -0.6898 -0.1181 -0.6426
C -0.73870 3.28660 -4.12560 -0.0622 0.0484 0.0096
C -1.54740 2.25000 -1.99150 0.2517 -0.1783 0.8451
S -0.18250 2.69010 -1.13060 0.2425 0.0729 -0.0572
C -5.27490 1.03060 -3.61900 -0.2063 -0.1830 -0.0367
C -5.98280 0.23090 -2.52220 0.0466 0.0827 -0.1857
C -5.11660 0.14040 -4.85520 0.0347 0.0231 0.1107
C -6.11070 2.26600 -3.97650 0.1448 -0.1667 0.0844
C -1.50400 2.16990 2.12390 -0.2184 -0.5282 -0.6281
S -0.53870 0.84630 2.45380 0.5596 -0.1961 0.0309
C -4.60440 4.96400 1.48200 -0.2703 0.0844 -0.1101
C -5.46510 4.66150 2.71960 0.0619 0.0629 -0.1293
C -5.38770 4.58680 0.22370 0.1128 0.0250 0.1932
C -4.27480 6.45960 1.44060 0.0293 -0.2257 0.0065
H -0.64890 4.37320 4.59630 -0.0459 0.0796 0.0041
H 0.50610 3.57420 3.50950 0.1511 -0.0613 0.0546
H -0.44790 2.60000 4.61140 0.0780 0.0035 0.0718
H -2.50870 5.17960 3.29000 0.0095 0.1333 0.1151
H -4.74890 -3.34850 1.44300 -0.0865 -0.0855 0.0546
H -2.95280 -4.69980 0.42890 -0.0514 -0.0787 0.0357
H -1.58720 -3.86710 -0.36690 -0.0230 -0.0647 0.0019
H -3.08160 -4.14120 -1.24860 0.0203 0.0039 -0.0708
H -5.09760 1.02130 3.07920 0.0384 0.1044 0.0544
H -6.84910 0.78160 3.23500 -0.1055 -0.0464 0.0478
H -6.11300 1.06940 1.64560 0.0084 0.1137 -0.0465
H -4.87210 -1.17430 4.36080 0.0726 -0.0049 0.0912
H -5.49220 -2.67440 3.66540 -0.0006 -0.1219 0.0631
H -6.61460 -1.48430 4.34180 -0.0843 -0.0156 0.0750
H -6.97760 -1.07530 0.62330 -0.0423 0.0511 -0.1631
H -7.91560 -1.20890 2.11170 -0.1168 0.0299 0.1050
H -6.93290 -2.56450 1.56180 -0.0261 -0.1566 -0.0312
H -3.27350 2.54260 -4.89100 -0.0040 -0.0129 -0.1317
H -0.97300 3.29670 -5.18720 -0.0701 0.0035 -0.0880
H 0.20100 2.76130 -3.96070 0.1084 0.0260 -0.0130
H -0.60140 4.30990 -3.77850 0.0730 0.0522 0.0609
H -5.34310 -0.58020 -2.18550 -0.0501 -0.1312 0.0660
H -6.91880 -0.17740 -2.89850 -0.1341 -0.0014 -0.0902
H -6.18740 0.86860 -1.66700 -0.0521 0.0131 0.1738
H -4.49560 -0.72250 -4.62470 0.0688 -0.1015 0.0232
H -4.65570 0.67850 -5.67930 0.0746 0.0765 -0.1486
H -6.09300 -0.21630 -5.18100 -0.0815 -0.0111 -0.0723
H -6.19770 2.92670 -3.11760 -0.0315 0.1103 0.1255
H -7.10970 1.95680 -4.27570 -0.1399 -0.0100 -0.0782
H -5.66460 2.82680 -4.79480 0.0361 0.0818 -0.1136
H -5.70840 3.60250 2.75800 -0.0454 -0.1392 0.0299
H -6.39250 5.22920 2.69070 -0.1321 0.0978 -0.0444
H -4.93750 4.92580 3.63280 0.0528 0.0080 0.1558
H -5.56910 3.51630 0.20250 -0.0838 -0.0807 -0.0806
H -4.81810 4.84940 -0.66340 0.0367 -0.0298 -0.1863
H -6.34020 5.11560 0.20520 -0.0526 0.0844 0.0131
H -3.79170 6.79600 2.35490 0.0863 0.0517 0.1030
H -5.19470 7.03040 1.32270 -0.0718 0.0644 -0.0110
H -3.62090 6.68090 0.60100 0.0924 0.0722 -0.1019
O 2.99790 0.15130 -0.10200 -0.6107 0.5861 0.7979
N 3.65190 -0.53300 -0.98330 0.6257 -0.4399 -0.7966
C 4.83290 -1.06080 -0.63210 0.6068 -0.2939 0.2086
C 5.61490 -1.77620 -1.50490 -0.0946 0.0368 0.0093
C 5.15540 -1.98260 -2.80320 -0.1620 0.1165 -0.0024
C 3.93540 -1.46180 -3.15280 0.3436 -0.2798 0.0874
C 3.16550 -0.73160 -2.24390 -0.1544 0.1907 -0.3087
S 1.66540 -0.07360 -2.69130 -0.3007 0.3078 -0.4245
H 5.11210 -0.87620 0.39420 -0.0798 0.0102 -0.0019
H 6.55090 -2.19130 -1.17040 0.0827 0.0165 0.1239
H 5.72720 -2.54490 -3.52640 0.0992 -0.0799 0.0148
H 3.51200 -1.63320 -4.13010 -0.0284 0.0790 -0.0392
C 0.41550 -4.18860 2.56340 0.1579 0.2475 -0.1556
C 0.91660 -2.85370 2.00060 0.6080 -0.6669 0.0031
C 1.64200 -2.05440 3.08140 -0.0578 0.0227 -0.2591
O -0.17110 -2.10270 1.47020 0.0743 0.2324 0.1288
C 1.95590 -3.15120 0.84430 -0.5511 -0.0308 0.5465
O 2.80450 -4.00120 1.08940 0.3798 -0.3252 0.2039
O 1.83520 -2.49290 -0.21960 -0.1591 0.2834 -0.3382
H -0.07620 -4.06020 3.52940 -0.0977 0.0789 0.0310
H 1.27470 -4.84490 2.67650 -0.0189 -0.0754 0.0634
H -0.28470 -4.64010 1.86280 -0.0576 -0.0515 -0.0460
H 0.96640 -1.81370 3.90640 -0.0528 0.0059 0.0431
H 2.03220 -1.12290 2.66620 0.0377 0.0521 0.0118
H 2.47270 -2.64240 3.46190 0.0750 -0.0332 0.0388
H -0.50520 -1.53880 2.18250 -0.2056 0.0623 -0.1889
```
Forces are in eV/Å.

Values from the calculation:
- HOMO energy (spin up / spin down): -3.0 / -4.6 eV
- Frontier orbital gap (spin up / spin down): 0.181 / 0.240 Eh
- Multiplicity: 2
- Energy above the lowest of the compared OMol25 structures with the same formula, charge and spin: 107.5 kJ/mol
- Net charge: -1

---

Which of these has the lowest net charge?
C36H49N9O6S3SiV